[1]
Molecular formula: C31H45BN10O4PtSSe
Method: DFT, ωB97M-V/def2-TZVPD

* E_tot: -5000.57858 Eh
* LUMO energy: -0.3 eV
* total charge: 0
* E_HOMO: -7.31 eV
* multiplicity: 1
* max |F|: 0.54 eV Å⁻¹

Cartesian coordinates (Å):
Pt (0.117, 0.695, 2.127)
C (-0.660, 2.136, 4.809)
C (0.367, 1.465, 5.708)
C (1.507, 2.431, 6.045)
C (0.932, 0.199, 5.127)
C (1.714, -0.770, 5.774)
C (2.045, -1.690, 4.800)
N (1.491, -1.294, 3.647)
N (0.805, -0.159, 3.847)
B (1.570, -1.851, 2.212)
N (0.105, -2.145, 1.750)
C (-0.432, -3.362, 1.553)
C (-1.799, -3.242, 1.512)
C (-2.057, -1.873, 1.726)
N (-0.901, -1.234, 1.866)
C (-3.419, -1.239, 1.827)
C (-4.225, -1.482, 0.550)
C (-3.391, 0.242, 2.161)
N (2.327, -0.796, 1.360)
C (3.382, -0.983, 0.562)
C (3.881, 0.246, 0.182)
C (3.041, 1.187, 0.793)
N (2.137, 0.546, 1.529)
C (3.142, 2.681, 0.791)
C (4.478, 3.123, 1.392)
C (2.967, 3.252, -0.616)
H (-1.055, 3.037, 5.282)
H (-1.500, 1.474, 4.595)
H (-0.201, 2.457, 3.863)
H (-0.130, 1.184, 6.641)
H (2.067, 2.683, 5.142)
H (2.202, 1.992, 6.761)
H (1.111, 3.354, 6.470)
H (1.993, -0.787, 6.814)
H (2.633, -2.591, 4.838)
H (2.186, -2.880, 2.208)
H (0.208, -4.224, 1.457)
H (-2.522, -4.027, 1.364)
H (-3.925, -1.765, 2.645)
H (-3.781, -0.938, -0.287)
H (-5.247, -1.123, 0.677)
H (-4.265, -2.540, 0.286)
H (-2.898, 0.806, 1.369)
H (-2.869, 0.429, 3.101)
H (-4.409, 0.624, 2.264)
H (3.717, -1.981, 0.331)
H (4.732, 0.438, -0.449)
H (2.332, 3.046, 1.430)
H (5.312, 2.780, 0.774)
H (4.616, 2.721, 2.397)
H (4.527, 4.212, 1.444)
H (3.756, 2.883, -1.277)
H (3.040, 4.341, -0.593)
H (1.999, 2.976, -1.034)
C (-0.223, -5.374, -6.634)
C (-1.352, -4.508, -7.167)
S (-1.953, -3.314, -5.989)
O (-3.072, -2.628, -6.581)
O (-2.115, -3.966, -4.711)
C (-0.621, -2.139, -5.823)
C (-1.075, -0.999, -4.902)
N (-0.069, -0.663, -3.905)
C (-0.105, -1.037, -2.599)
N (0.922, -0.555, -1.919)
C (1.656, 0.164, -2.798)
C (1.071, 0.111, -4.032)
N (1.540, 0.663, -5.250)
O (2.528, 1.368, -5.199)
O (0.937, 0.386, -6.281)
C (-1.200, -1.843, -2.004)
H (-0.018, -6.181, -7.336)
H (-0.495, -5.810, -5.674)
H (0.698, -4.804, -6.509)
H (-2.246, -5.088, -7.404)
H (-1.078, -3.945, -8.060)
H (-0.352, -1.777, -6.813)
H (0.228, -2.670, -5.392)
H (-1.974, -1.275, -4.356)
H (-1.303, -0.116, -5.489)
H (2.556, 0.686, -2.523)
H (-1.512, -2.668, -2.644)
H (-2.064, -1.206, -1.803)
H (-0.849, -2.234, -1.054)
Se (-0.561, 1.674, -0.007)
C (-1.418, 3.270, 0.586)
C (-1.492, 4.339, -0.311)
C (-2.132, 5.505, 0.069)
N (-2.690, 5.698, 1.265)
C (-2.612, 4.679, 2.117)
C (-2.003, 3.465, 1.832)
H (-1.047, 4.264, -1.295)
H (-2.192, 6.337, -0.625)
H (-3.068, 4.833, 3.090)
H (-1.998, 2.689, 2.583)

Mulliken population analysis, charges in e, atoms 1 to 5: 1.85 -1.21 0.71 -1.41 -0.22

[2]
Molecular formula: C31H45Br2CuN2P2
Method: DFT, ωB97M-V/def2-TZVPD

* E_tot: -8788.99615 Eh
* LUMO energy: 0.5 eV
* total charge: 0
* E_HOMO: -6.82 eV
* multiplicity: 1
* max |F|: 0.34 eV Å⁻¹
* ΔE to the lowest compared entry with this formula, charge and spin: 0.000 eV

Cartesian coordinates (Å):
Cu (0.650, -0.197, -0.318)
Br (-3.072, -0.840, 1.286)
C (-2.962, 0.496, -0.107)
Br (-2.547, 2.255, 0.590)
H (-3.935, 0.558, -0.570)
H (-2.158, 0.184, -0.781)
N (0.306, 0.557, 1.762)
C (1.414, 0.365, 2.645)
C (1.235, 0.163, 4.008)
C (2.335, -0.018, 4.832)
C (3.619, 0.021, 4.304)
C (3.798, 0.204, 2.941)
C (2.701, 0.356, 2.096)
P (2.747, 0.455, 0.274)
C (4.403, -0.149, -0.178)
C (5.226, 0.555, -1.053)
C (6.417, -0.004, -1.499)
C (6.797, -1.269, -1.078)
C (5.974, -1.985, -0.216)
C (4.781, -1.432, 0.225)
C (2.817, 2.263, -0.022)
C (3.767, 3.079, 0.599)
C (3.753, 4.449, 0.396)
C (2.787, 5.022, -0.425)
C (1.837, 4.223, -1.043)
C (1.854, 2.845, -0.846)
H (0.196, 1.524, 1.472)
H (-0.574, 0.256, 2.162)
H (0.232, 0.158, 4.422)
H (2.190, -0.178, 5.894)
H (4.479, -0.106, 4.952)
H (4.799, 0.199, 2.525)
H (4.934, 1.541, -1.392)
H (7.049, 0.554, -2.179)
H (7.726, -1.702, -1.426)
H (6.258, -2.980, 0.106)
H (4.133, -2.003, 0.881)
H (4.515, 2.634, 1.247)
H (4.493, 5.074, 0.882)
H (2.775, 6.094, -0.579)
H (1.085, 4.669, -1.683)
H (1.120, 2.212, -1.339)
C (-1.958, -0.532, -4.593)
C (-1.775, -1.867, -3.849)
C (-1.812, -3.017, -4.864)
C (-3.000, -1.998, -2.917)
P (-0.214, -1.660, -2.771)
N (-0.585, -0.650, -1.649)
C (0.286, -3.403, -2.148)
C (-0.975, -4.013, -1.510)
C (1.330, -3.314, -1.022)
C (0.817, -4.362, -3.220)
C (1.198, -1.064, -3.926)
C (1.326, -1.769, -5.280)
C (2.535, -1.254, -3.194)
C (1.008, 0.455, -4.141)
H (-2.951, -0.520, -5.054)
H (-1.231, -0.388, -5.390)
H (-1.891, 0.313, -3.902)
H (-2.710, -2.906, -5.483)
H (-1.882, -3.989, -4.374)
H (-0.955, -3.032, -5.534)
H (-3.887, -1.611, -3.430)
H (-2.856, -1.427, -1.999)
H (-3.209, -3.033, -2.648)
H (-1.468, -3.300, -0.844)
H (-0.690, -4.890, -0.918)
H (-1.690, -4.348, -2.260)
H (1.064, -2.552, -0.286)
H (2.337, -3.105, -1.385)
H (1.360, -4.272, -0.492)
H (0.160, -4.445, -4.082)
H (0.908, -5.362, -2.779)
H (1.808, -4.077, -3.573)
H (1.472, -2.845, -5.173)
H (2.208, -1.369, -5.795)
H (0.472, -1.600, -5.932)
H (2.833, -2.298, -3.131)
H (2.501, -0.840, -2.189)
H (3.318, -0.725, -3.748)
H (0.429, 0.673, -5.040)
H (1.984, 0.940, -4.254)
H (0.500, 0.907, -3.287)

Mulliken population analysis, charges in e, atoms 1 to 5: -0.82 -0.15 0.96 -0.19 0.49

[3]
Molecular formula: C31H45Cl2IN5O5P2SSi
Method: DFT, ωB97M-V/def2-TZVPD

* E_tot: -4446.48004 Eh
* LUMO energy: -3.3 eV
* total charge: +1
* E_HOMO: -11.33 eV
* multiplicity: 1
* max |F|: 1.20 eV Å⁻¹

Cartesian coordinates (Å):
C (7.924, 1.565, 0.555)
C (6.674, 1.102, -0.164)
O (6.819, -0.190, -0.758)
C (6.279, 2.026, -1.313)
N (4.995, 1.648, -1.917)
C (3.854, 2.278, -1.261)
C (2.605, 1.597, -1.801)
O (1.415, 1.709, -1.024)
C (1.379, 1.165, 0.271)
Si (1.709, 2.681, 1.515)
C (0.356, 2.893, 2.797)
C (1.791, 4.269, 0.560)
C (3.320, 2.466, 2.474)
N (-0.051, 0.673, 0.410)
C (-0.384, 0.055, 1.570)
N (-1.490, 0.456, 2.234)
Cl (-2.544, 1.498, 1.418)
C (-1.893, 0.214, 3.633)
C (-3.274, -0.356, 3.873)
N (-3.582, -1.253, 4.716)
N (0.488, -0.873, 2.117)
P (0.143, -2.531, 2.738)
O (0.927, -3.484, 1.711)
Cl (-1.640, -2.790, 1.849)
C (1.905, -0.411, 1.996)
P (3.194, -1.477, 2.817)
S (4.702, -1.991, 1.729)
C (2.269, -0.050, 0.538)
C (2.247, -1.225, -0.495)
C (1.330, -1.169, -1.737)
C (2.078, -1.587, -3.010)
I (-0.419, -2.411, -1.569)
H (8.178, 0.887, 1.371)
H (8.758, 1.583, -0.151)
H (7.799, 2.571, 0.955)
H (5.847, 1.036, 0.561)
H (7.543, -0.656, -0.339)
H (6.232, 3.058, -0.956)
H (7.048, 1.945, -2.085)
H (4.910, 0.645, -1.783)
H (3.917, 2.197, -0.167)
H (3.863, 3.338, -1.522)
H (2.845, 0.554, -2.011)
H (2.359, 2.036, -2.770)
H (-0.584, 3.232, 2.347)
H (0.166, 2.045, 3.457)
H (0.699, 3.717, 3.433)
H (2.795, 4.485, 0.204)
H (1.512, 5.068, 1.256)
H (1.085, 4.306, -0.270)
H (3.762, 3.459, 2.592)
H (3.143, 2.079, 3.482)
H (4.067, 1.824, 2.008)
H (-0.686, 1.429, 0.174)
H (-1.122, -0.356, 4.147)
H (-1.899, 1.219, 4.076)
H (-4.083, 0.097, 3.301)
H (-2.774, -1.635, 5.209)
H (1.888, -3.412, 1.664)
H (1.983, 0.492, 2.605)
H (3.524, -0.678, 3.914)
H (2.479, -2.512, 3.433)
H (3.304, 0.301, 0.586)
H (3.269, -1.321, -0.872)
H (2.074, -2.157, 0.037)
H (0.899, -0.187, -1.880)
H (1.420, -2.076, -3.728)
H (2.494, -0.714, -3.520)
H (2.880, -2.290, -2.780)
C (-4.554, -3.492, 0.504)
C (-5.635, -3.001, 1.231)
C (-6.632, -2.287, 0.588)
C (-6.544, -2.052, -0.780)
C (-5.450, -2.530, -1.502)
C (-4.458, -3.257, -0.856)
C (-5.310, -2.262, -2.965)
O (-4.355, -2.680, -3.583)
C (-6.377, -1.457, -3.624)
C (-6.253, -1.158, -4.975)
C (-7.238, -0.422, -5.611)
C (-8.353, 0.014, -4.902)
C (-8.479, -0.277, -3.555)
C (-7.491, -1.009, -2.909)
C (-7.640, -1.290, -1.453)
O (-8.607, -0.912, -0.829)
H (-3.791, -4.070, 1.005)
H (-5.695, -3.179, 2.298)
H (-7.486, -1.906, 1.130)
H (-3.621, -3.624, -1.433)
H (-5.384, -1.509, -5.512)
H (-7.141, -0.188, -6.662)
H (-9.123, 0.583, -5.404)
H (-9.339, 0.055, -2.990)

Mulliken population analysis, charges in e, atoms 1 to 5: -1.59 1.33 -0.56 -1.22 -0.39

[4]
Molecular formula: C31H45Cl4N6O2P2SV
Method: DFT, ωB97M-V/def2-TZVPD

* E_tot: -5552.68472 Eh
* LUMO energy (spin up / spin down): -3.5 / -3.7 eV
* total charge: +1
* E_HOMO (spin up / spin down): -9.39 / -9.29 eV
* multiplicity: 2
* max |F|: 7.32 eV Å⁻¹
* ΔE to the lowest compared entry with this formula, charge and spin: 2.743 eV

Cartesian coordinates (Å):
V (0.869, -0.199, 0.377)
Cl (-1.027, 2.932, -5.236)
C (-0.652, 1.676, -4.121)
C (-0.662, 0.306, -4.521)
Cl (-0.847, -0.081, -6.272)
C (-0.270, -0.706, -3.664)
Cl (-0.003, -2.338, -4.033)
C (-0.062, -0.304, -2.305)
O (0.291, -1.129, -1.512)
C (-0.257, 1.075, -1.922)
O (0.067, 1.257, -0.675)
C (-0.575, 2.096, -2.862)
Cl (-0.799, 3.643, -2.236)
C (3.101, 4.882, -1.515)
C (3.280, 3.923, -2.498)
C (3.230, 2.560, -2.146)
C (2.920, 2.177, -0.862)
C (2.748, 3.131, 0.077)
C (2.808, 4.499, -0.198)
N (2.626, 0.736, -0.632)
N (3.448, -0.023, -1.151)
C (3.244, -1.421, -0.732)
C (4.213, -2.299, -1.213)
C (4.031, -3.655, -1.000)
C (2.962, -4.114, -0.286)
C (2.050, -3.223, 0.287)
C (2.155, -1.844, 0.077)
H (2.999, 5.834, -1.919)
H (3.279, 4.143, -3.571)
H (3.384, 1.749, -2.892)
H (2.346, 2.867, 1.074)
H (2.494, 5.210, 0.561)
H (4.990, -1.890, -1.844)
H (4.737, -4.362, -1.387)
H (2.945, -5.175, 0.000)
H (1.257, -3.605, 0.924)
C (3.828, 0.300, 2.300)
P (2.175, -0.523, 2.535)
C (2.597, -2.228, 3.112)
C (1.439, 0.428, 3.950)
C (1.142, 1.753, 3.299)
P (-0.014, 1.575, 1.853)
C (-0.259, 3.331, 1.248)
C (-1.697, 1.303, 2.533)
H (4.381, 0.404, 3.219)
H (3.689, 1.333, 2.019)
H (4.500, -0.241, 1.623)
H (3.063, -2.256, 4.090)
H (3.244, -2.750, 2.400)
H (1.607, -2.732, 3.091)
H (2.135, 0.467, 4.782)
H (0.509, -0.060, 4.322)
H (2.095, 2.257, 2.973)
H (0.703, 2.482, 3.998)
H (0.392, 3.612, 0.412)
H (-0.092, 3.967, 2.170)
H (-1.271, 3.423, 0.949)
H (-2.040, 2.206, 3.002)
H (-1.783, 0.385, 3.099)
H (-2.289, 1.156, 1.634)
C (-4.256, 3.428, -3.149)
N (-3.644, 2.465, -2.252)
C (-3.980, 1.130, -2.166)
S (-3.213, 0.126, -1.113)
N (-4.905, 0.724, -3.058)
C (-5.351, -0.634, -3.203)
H (-4.016, 4.422, -2.818)
H (-5.332, 3.260, -3.265)
H (-3.866, 3.322, -4.238)
H (-3.009, 2.790, -1.564)
H (-5.194, 1.283, -3.817)
H (-5.414, -1.103, -2.194)
H (-4.738, -1.250, -3.806)
H (-6.329, -0.531, -3.742)
C (-2.157, -3.784, 3.521)
C (-1.789, -3.294, 2.164)
C (-3.030, -2.942, 1.363)
C (-0.957, -4.393, 1.476)
N (-0.854, -2.108, 2.447)
N (-0.636, -1.535, 1.096)
H (-2.829, -4.620, 3.579)
H (-2.693, -3.000, 4.048)
H (-1.271, -4.094, 4.115)
H (-3.837, -3.633, 1.520)
H (-2.817, -2.902, 0.278)
H (-3.363, -1.943, 1.701)
H (-1.582, -5.302, 1.644)
H (-0.040, -4.504, 2.021)
H (-0.949, -4.232, 0.385)
H (-1.449, -1.414, 2.893)
H (-1.530, -1.281, 0.774)
H (-0.340, -2.374, 0.580)

Mulliken population analysis, charges in e, atoms 1 to 5: -1.45 -0.18 0.68 0.39 -0.20

[5]
Molecular formula: C31H45F5N4O5PS
Method: DFT, ωB97M-V/def2-TZVPD

* E_tot: -3042.01235 Eh
* LUMO energy: -3.4 eV
* total charge: +1
* E_HOMO: -11.18 eV
* multiplicity: 1
* max |F|: 3.31 eV Å⁻¹
* ΔE to the lowest compared entry with this formula, charge and spin: 2.003 eV

Cartesian coordinates (Å):
C (1.039, -3.902, 1.363)
C (0.619, -2.430, 1.219)
C (-0.645, -2.390, 0.335)
N (1.163, -1.465, 1.860)
C (2.202, -0.598, 1.490)
C (3.507, -1.232, 2.115)
F (3.449, -1.223, 3.430)
F (3.558, -2.571, 1.878)
F (4.642, -0.778, 1.619)
N (2.371, -0.252, 0.049)
C (2.949, -1.314, -0.833)
C (2.038, -2.029, -1.851)
O (2.449, -3.010, -2.330)
C (1.275, 0.603, -0.578)
C (1.860, 1.252, -1.855)
C (1.108, 0.850, -3.161)
O (1.485, 1.185, -4.208)
C (0.516, 1.547, 0.403)
C (-0.850, 1.025, 0.963)
N (-1.485, 1.954, 1.927)
C (0.260, 2.995, -0.122)
C (-0.522, 3.250, -1.441)
C (-1.517, 2.217, -2.023)
C (-1.984, 2.489, -3.466)
C (-3.201, 1.566, -3.710)
N (-2.793, 0.127, -3.679)
O (1.324, 1.822, 1.540)
C (1.998, 0.806, 2.244)
C (1.201, 0.660, 3.585)
P (3.534, 1.792, 2.669)
O (2.935, 3.229, 3.224)
O (4.451, 1.292, 3.902)
S (4.631, 2.276, 1.161)
H (1.635, -4.190, 0.483)
H (0.178, -4.576, 1.392)
H (1.585, -4.065, 2.295)
H (-1.180, -1.439, 0.335)
H (-0.456, -2.736, -0.689)
H (-1.337, -3.128, 0.767)
H (3.150, 0.455, 0.093)
H (3.453, -2.136, -0.312)
H (3.760, -0.882, -1.439)
H (1.038, -1.688, -2.186)
H (0.462, -0.043, -0.953)
H (2.911, 1.003, -2.067)
H (1.865, 2.345, -1.876)
H (0.211, 0.188, -3.069)
H (-0.754, 0.094, 1.536)
H (-1.601, 0.782, 0.198)
H (-1.668, 1.481, 2.800)
H (-2.323, 2.367, 1.539)
H (1.278, 3.399, -0.264)
H (-0.129, 3.639, 0.672)
H (0.200, 3.476, -2.246)
H (-1.075, 4.194, -1.327)
H (-2.442, 2.260, -1.416)
H (-1.197, 1.166, -1.945)
H (-2.362, 3.518, -3.563)
H (-1.206, 2.273, -4.209)
H (-3.904, 1.694, -2.868)
H (-3.731, 1.800, -4.638)
H (-3.382, -0.354, -4.354)
H (-3.055, -0.270, -2.781)
H (0.958, 1.700, 3.851)
H (1.808, 0.279, 4.414)
H (0.241, 0.154, 3.474)
H (2.798, 3.158, 4.184)
H (4.008, 1.357, 4.765)
F (1.401, -6.545, 2.035)
C (1.152, -7.733, 1.436)
C (2.115, -8.720, 1.473)
C (1.856, -9.938, 0.862)
C (0.645, -10.149, 0.215)
C (-0.311, -9.143, 0.184)
C (-0.060, -7.926, 0.803)
H (3.056, -8.534, 1.975)
H (2.600, -10.724, 0.889)
H (0.447, -11.099, -0.264)
H (-1.253, -9.305, -0.323)
H (-0.797, -7.133, 0.796)
F (-3.920, 4.178, 0.177)
C (-4.222, 5.420, -0.257)
C (-3.727, 6.516, 0.423)
C (-4.023, 7.791, -0.036)
C (-4.819, 7.958, -1.161)
C (-5.314, 6.848, -1.831)
C (-5.011, 5.571, -1.381)
H (-3.115, 6.368, 1.304)
H (-3.634, 8.656, 0.485)
H (-5.053, 8.953, -1.515)
H (-5.938, 6.977, -2.706)
H (-5.382, 4.695, -1.898)

Mulliken population analysis, charges in e, atoms 1 to 5: -1.49 0.83 -1.37 -0.49 0.73